(1)
This record from OMol25 describes 10 unconnected molecules or ions with the total composition C60H180N30O10P10 at a distorted geometry. The level of theory is ωB97M-V/def2-TZVPD.

Relative energy (zero: lowest compared OMol25 entry of this formula, charge and spin): 268.3 kJ/mol
Structure (SMILES): CN(C)P(=O)(N(C)C)N(C)C.CN(C)P(=O)(N(C)C)N(C)C.CN(C)P(=O)(N(C)C)N(C)C.CN(C)P(=O)(N(C)C)N(C)C.CN(C)P(=O)(N(C)C)N(C)C.CN(C)P(=O)(N(C)C)N(C)C.CN(C)P(=O)(N(C)C)N(C)C.CN(C)P(=O)(N(C)C)N(C)C.CN(C)P(=O)(N(C)C)N(C)C.CN(C)P(=O)(N(C)C)N(C)C
Gap between HOMO and LUMO: 8.3 eV
HOMO level: -7.97 eV

CARTESIAN COORDINATES (ANGSTROEM)
C -18.51 1.13 25.65
N -17.61 2.01 26.45
C -16.25 1.74 26.11
P -18.25 2.52 27.85
O -19.66 2.87 27.59
N -18.26 1.42 29.11
C -19.27 1.41 30.18
C -17.05 0.79 29.55
N -17.21 3.79 28.21
C -17.20 4.30 29.56
C -17.16 4.82 27.11
H -19.48 1.37 26.10
H -18.34 0.02 25.71
H -18.41 1.34 24.59
H -15.61 2.13 26.90
H -15.96 2.30 25.15
H -16.14 0.67 25.98
H -20.13 2.00 29.96
H -19.51 0.30 30.32
H -18.84 1.77 31.13
H -16.28 0.60 28.77
H -16.56 1.33 30.39
H -17.33 -0.21 30.01
H -18.13 4.88 29.86
H -16.90 3.55 30.28
H -16.35 4.96 29.66
H -17.28 4.42 26.12
H -16.22 5.35 27.28
H -17.97 5.50 27.28
C -18.60 4.33 20.47
N -18.37 5.73 20.19
C -17.42 6.01 19.12
P -18.75 6.80 21.34
O -18.34 8.16 20.96
N -20.42 6.59 21.51
C -21.16 7.14 22.66
C -21.33 6.81 20.43
N -18.17 6.23 22.74
C -18.69 5.15 23.57
C -17.26 7.04 23.57
H -18.74 3.84 19.52
H -19.54 4.11 20.94
H -17.79 3.93 21.05
H -17.70 5.34 18.27
H -16.39 5.88 19.40
H -17.50 7.05 18.87
H -20.70 6.82 23.56
H -21.12 8.22 22.66
H -22.15 6.81 22.69
H -20.76 6.56 19.53
H -22.14 6.08 20.48
H -21.71 7.87 20.38
H -19.48 4.61 23.04
H -18.03 4.37 23.92
H -19.17 5.52 24.51
H -16.43 6.41 23.97
H -17.76 7.54 24.41
H -16.83 7.89 22.94
C -25.09 -5.50 30.48
N -25.45 -4.96 29.15
C -26.39 -5.94 28.58
P -25.15 -3.47 28.47
O -24.33 -3.51 27.29
N -26.62 -2.84 28.09
C -27.79 -3.17 28.85
C -26.75 -1.73 27.19
N -24.49 -2.69 29.81
C -23.32 -1.85 29.54
C -25.30 -2.25 30.94
H -24.63 -6.49 30.30
H -25.96 -5.60 31.09
H -24.31 -4.88 30.94
H -26.01 -6.97 28.44
H -26.74 -5.60 27.60
H -27.25 -6.05 29.25
H -28.57 -3.55 28.18
H -27.61 -4.02 29.54
H -28.23 -2.32 29.43
H -26.67 -0.76 27.77
H -25.95 -1.73 26.39
H -27.76 -1.76 26.76
H -22.57 -2.26 28.87
H -23.63 -0.81 29.30
H -22.79 -1.68 30.58
H -26.06 -3.02 31.19
H -25.62 -1.27 30.67
H -24.56 -2.14 31.74
C -20.20 -0.05 21.29
N -18.88 -0.53 21.61
C -17.93 0.60 21.59
P -18.66 -2.13 21.77
O -17.25 -2.37 22.18
N -19.84 -2.62 22.85
C -19.78 -1.83 24.05
C -20.04 -4.06 23.07
N -19.00 -3.08 20.46
C -17.93 -3.81 19.79
C -20.30 -3.20 19.86
H -20.12 0.60 20.41
H -20.63 0.53 22.11
H -20.93 -0.87 21.19
H -16.88 0.30 21.50
H -18.11 1.27 22.39
H -18.15 1.20 20.71
H -19.93 -0.74 23.94
H -20.54 -2.25 24.66
H -18.81 -2.01 24.50
H -20.90 -4.12 23.80
H -20.20 -4.58 22.12
H -19.13 -4.48 23.48
H -17.87 -3.38 18.80
H -17.06 -3.70 20.44
H -18.24 -4.87 19.74
H -20.43 -2.69 18.89
H -21.06 -2.74 20.48
H -20.57 -4.27 19.72
C -26.39 5.86 27.90
N -25.78 5.87 26.63
C -26.62 5.48 25.49
P -24.20 6.13 26.37
O -23.98 6.68 25.03
N -23.75 7.09 27.68
C -22.35 7.09 28.08
C -24.33 8.34 27.91
N -23.31 4.78 26.60
C -23.50 3.87 27.69
C -22.09 4.60 25.85
H -25.57 6.15 28.57
H -26.82 4.89 28.19
H -27.11 6.66 27.95
H -27.08 4.53 25.70
H -26.16 5.51 24.52
H -27.42 6.19 25.36
H -21.96 6.08 27.98
H -21.67 7.73 27.45
H -22.30 7.42 29.10
H -23.89 9.15 27.38
H -25.44 8.31 27.84
H -23.98 8.58 28.90
H -22.61 3.73 28.29
H -24.34 4.16 28.35
H -23.76 2.93 27.34
H -22.22 4.59 24.77
H -21.78 3.56 26.06
H -21.22 5.17 26.16
C -28.35 3.25 21.77
N -29.58 4.04 21.65
C -29.36 5.07 20.64
P -30.71 3.80 22.72
O -30.20 3.84 24.10
N -31.84 4.87 22.37
C -33.14 4.47 22.03
C -31.85 6.18 23.05
N -31.27 2.28 22.39
C -31.32 1.71 21.06
C -31.48 1.30 23.38
H -27.92 2.76 20.86
H -28.55 2.52 22.55
H -27.56 3.90 22.09
H -29.02 4.65 19.69
H -28.53 5.68 21.03
H -30.24 5.69 20.40
H -33.15 3.46 21.64
H -33.77 4.47 22.96
H -33.65 5.13 21.29
H -32.64 6.89 22.58
H -32.30 6.01 24.05
H -30.83 6.58 23.12
H -30.91 2.38 20.35
H -30.82 0.72 20.98
H -32.38 1.50 20.74
H -31.47 1.71 24.43
H -30.67 0.52 23.27
H -32.54 0.84 23.35
C -26.13 -4.81 17.05
N -25.76 -4.35 18.33
C -24.75 -5.19 18.97
P -26.51 -2.98 19.00
O -27.24 -2.18 18.01
N -27.44 -3.47 20.29
C -28.54 -2.57 20.67
C -27.87 -4.85 20.36
N -25.32 -2.15 19.84
C -24.81 -2.69 21.13
C -24.26 -1.57 19.03
H -26.77 -5.70 17.19
H -25.25 -5.10 16.48
H -26.80 -4.10 16.56
H -23.83 -5.30 18.39
H -25.16 -6.18 19.08
H -24.48 -4.72 19.89
H -28.69 -2.56 21.74
H -28.27 -1.53 20.36
H -29.39 -2.78 20.05
H -27.01 -5.52 20.29
H -28.38 -5.01 21.31
H -28.57 -5.21 19.56
H -25.37 -3.58 21.41
H -23.76 -2.89 21.01
H -24.98 -2.00 21.96
H -23.74 -0.82 19.65
H -24.75 -1.11 18.13
H -23.52 -2.29 18.65
C -31.34 -4.34 23.39
N -31.22 -3.20 24.30
C -32.36 -2.45 24.37
P -29.77 -2.54 24.77
O -29.03 -1.62 23.88
N -30.23 -1.62 26.08
C -31.12 -2.04 27.16
C -29.81 -0.20 26.07
N -28.81 -3.85 24.97
C -27.45 -3.94 24.38
C -29.20 -5.01 25.81
H -32.00 -5.05 23.82
H -30.41 -4.84 23.20
H -31.76 -3.89 22.48
H -32.26 -1.48 23.91
H -32.50 -2.15 25.44
H -33.18 -2.94 23.91
H -32.03 -1.50 27.31
H -31.45 -3.04 26.94
H -30.52 -1.94 28.05
H -30.73 0.29 25.89
H -29.48 0.07 27.09
H -29.03 0.01 25.38
H -27.45 -4.79 23.74
H -27.37 -3.03 23.77
H -26.67 -3.94 25.11
H -28.95 -5.95 25.25
H -30.29 -5.12 25.98
H -28.58 -4.95 26.69
C -26.39 0.33 22.37
N -25.48 1.29 23.04
C -25.95 1.57 24.35
P -23.89 1.15 22.84
O -23.56 0.38 21.60
N -23.40 2.72 22.88
C -24.23 3.89 22.60
C -22.00 3.00 22.70
N -23.10 0.30 24.08
C -22.96 -1.13 23.81
C -23.03 0.61 25.48
H -27.42 0.76 22.37
H -26.45 -0.53 23.00
H -26.12 0.11 21.37
H -25.97 0.71 24.99
H -26.94 1.97 24.34
H -25.34 2.35 24.80
H -25.27 3.79 22.95
H -23.81 4.81 23.15
H -24.09 4.17 21.55
H -21.61 2.53 21.80
H -21.75 4.06 22.48
H -21.36 2.60 23.50
H -22.06 -1.43 24.26
H -23.79 -1.72 24.07
H -22.88 -1.21 22.73
H -22.08 0.25 25.92
H -23.80 0.11 26.02
H -23.17 1.68 25.73
C -22.18 2.23 18.70
N -22.71 1.83 17.42
C -22.22 0.55 16.94
P -23.98 2.54 16.75
O -24.32 1.85 15.52
N -25.36 2.51 17.76
C -25.60 3.36 18.93
C -26.37 1.47 17.69
N -23.66 4.15 16.71
C -24.65 4.99 16.10
C -22.33 4.59 16.32
H -22.53 3.20 18.96
H -21.03 2.31 18.69
H -22.28 1.49 19.53
H -22.78 -0.31 17.33
H -21.23 0.35 17.32
H -22.20 0.50 15.85
H -25.35 2.90 19.92
H -25.06 4.30 18.72
H -26.75 3.60 18.96
H -26.32 0.86 16.79
H -26.39 0.82 18.59
H -27.38 1.90 17.58
H -24.38 6.01 16.31
H -24.66 5.03 14.98
H -25.65 4.89 16.55
H -22.17 4.74 15.25
H -21.60 3.87 16.73
H -22.13 5.58 16.78

***

(2)
This record from OMol25 describes a molecular structure, C31H23BrN3O7Ru at a distorted geometry. The level of theory is ωB97M-V/def2-TZVPD.

Charge: -2
Gap between HOMO and LUMO (spin up / spin down): 4.0 / 7.2 eV
HOMO level (spin up / spin down): 0.33 / -2.93 eV
2S+1: 6

CARTESIAN COORDINATES (ANGSTROEM)
Ru 0.72 1.59 -1.27
O -3.20 5.81 -0.63
C -2.94 5.28 0.54
O -3.42 5.74 1.57
C -2.04 4.11 0.58
C -1.79 3.33 1.69
N -0.91 2.37 1.34
N -0.58 2.47 0.04
C -1.26 3.52 -0.46
C -1.11 3.80 -1.90
O -1.80 4.71 -2.43
O -0.27 3.09 -2.52
H -2.65 5.36 -1.42
H -2.19 3.42 2.68
H -0.61 1.55 1.86
O -0.85 -0.59 0.95
C -1.45 -1.62 0.20
C -1.39 -1.30 -1.39
O -1.92 -2.11 -2.13
O -0.81 -0.24 -1.69
C -0.77 -2.95 0.53
C -0.69 -4.03 -0.34
C -0.09 -5.21 0.06
C 0.43 -5.35 1.33
C 0.36 -4.27 2.20
C -0.23 -3.09 1.80
C -2.91 -1.72 0.56
C -3.70 -2.73 0.01
C -5.05 -2.81 0.32
C -5.63 -1.90 1.19
C -4.84 -0.90 1.75
C -3.50 -0.82 1.43
H -0.01 -0.30 0.48
H -1.07 -3.93 -1.35
H -0.03 -6.04 -0.64
H 0.91 -6.27 1.64
H 0.76 -4.35 3.21
H -0.28 -2.25 2.48
H -3.27 -3.43 -0.69
H -5.65 -3.59 -0.12
H -6.68 -1.96 1.43
H -5.29 -0.19 2.42
H -2.90 -0.03 1.87
C 1.67 0.51 0.13
C 2.64 0.60 1.08
C 3.43 1.79 1.25
C 4.41 1.87 2.20
C 4.69 0.80 3.05
C 3.94 -0.38 2.91
C 2.96 -0.49 1.97
H 3.21 2.62 0.59
H 4.98 2.79 2.30
H 5.47 0.88 3.80
H 4.16 -1.21 3.57
H 2.39 -1.40 1.87
Br 4.40 3.29 -5.39
C 3.69 1.86 -4.34
C 4.23 0.58 -4.53
C 3.62 -0.44 -3.77
C 2.60 -0.15 -2.91
N 2.11 1.11 -2.72
C 2.67 2.11 -3.47
H 5.04 0.39 -5.22
H 3.97 -1.46 -3.88
H 2.11 -0.93 -2.34
H 2.25 3.10 -3.36

***

(3)
This record from OMol25 describes 2 unconnected molecules or ions with the total composition C5H10FN at a distorted geometry. The level of theory is ωB97M-V/def2-TZVPD.

Relative energy (zero: lowest compared OMol25 entry of this formula, charge and spin): 290.0 kJ/mol
Gap between HOMO and LUMO: 9.0 eV
HOMO level: -7.98 eV

CARTESIAN COORDINATES (ANGSTROEM)
C -1.12 0.12 1.00
C -0.49 0.26 2.34
C 0.75 0.92 -1.59
C 1.25 -0.39 -1.00
C 0.14 -1.14 -0.31
N -2.21 0.43 0.47
F -0.83 -1.63 -1.13
H 0.57 0.34 2.27
H -0.55 -0.64 2.97
H -0.98 1.09 2.78
H 0.16 0.74 -2.41
H -0.05 1.43 -1.06
H 1.55 1.59 -1.94
H 2.08 -0.33 -0.32
H 1.71 -1.03 -1.93
H 0.38 -1.94 0.34
H -2.35 0.17 -0.48

***

(4)
This record from OMol25 describes 2 unconnected molecules or ions with the total composition C5H15NO at a distorted geometry. The level of theory is ωB97M-V/def2-TZVPD.

Relative energy (zero: lowest compared OMol25 entry of this formula, charge and spin): 280.2 kJ/mol
Structure (SMILES): CCN(C)CC.O
Gap between HOMO and LUMO: 8.9 eV
HOMO level: -8.28 eV

CARTESIAN COORDINATES (ANGSTROEM)
C -0.51 -1.31 -1.33
C 0.54 -1.86 -0.23
N 0.92 -0.99 0.87
C -0.22 -0.52 1.60
C 1.71 0.21 0.43
C 0.82 1.53 -0.06
H 0.00 -0.46 -1.84
H -1.29 -0.78 -0.47
H -1.08 -1.97 -2.07
H 0.09 -2.70 0.31
H 1.52 -2.20 -0.73
H 0.15 0.09 2.43
H -0.93 0.16 1.05
H -0.70 -1.58 2.00
H 2.27 0.69 1.29
H 2.50 -0.18 -0.33
H 1.59 2.39 -0.13
H 0.34 1.41 -1.03
H 0.10 1.76 0.63
O -2.29 2.01 -0.56
H -2.64 2.89 -0.78
H -2.89 1.42 -1.05